No. 1
C5H12N2O | ωB97M-V/def2-TZVPD

```
! wB97M-V def2-TZVPD RIJCOSX def2/J DEFGRID3
* xyz 0 1
C 2.5032 -0.3316 -0.2960
C -0.8352 0.9929 -1.6910
C -0.1819 -0.2066 -1.1288
O 1.3380 0.4563 -0.2973
N -0.1537 -1.3806 -1.5009
H 0.3970 -2.0710 -1.0048
H 2.4681 -1.1539 -1.0289
H 3.3718 0.2876 -0.5449
H 2.6702 -0.7896 0.6868
H -0.3495 1.2278 -2.6401
H -1.8925 0.7757 -1.8565
H -0.7647 1.8392 -1.0125
N -1.0667 1.2764 1.6000
C -0.7776 -0.0109 1.1836
C -1.4820 -1.0982 1.5206
H -1.7542 1.3804 2.3366
H -0.2610 1.8751 1.7207
H 0.3810 0.0448 0.6795
H -1.3212 -2.0480 1.0265
H -2.2892 -1.0656 2.2475
*
```

The frontier orbital gap comes out at 8.549 eV.

No. 2
C5H12N2O | ωB97M-V/def2-TZVPD

```
! wB97M-V def2-TZVPD RIJCOSX def2/J DEFGRID3
* xyz 0 1
N 1.3611 1.9164 1.9075
C 1.1715 0.6509 1.1539
C 0.1407 0.8883 0.0690
N -0.1393 -0.3505 -0.6869
C 0.1201 -0.2011 -2.1040
C -1.4362 -0.9265 -0.3808
C -1.3771 -2.1399 0.5277
O -2.3905 -2.6475 0.9403
H 1.8894 2.5810 1.3400
H 2.0317 1.7318 2.6515
H 0.6940 -0.0034 1.8720
H 2.0641 0.1780 0.7435
H 0.5106 1.6424 -0.6256
H -0.7681 1.2854 0.5148
H -0.3323 -0.9992 -2.6820
H -0.2127 0.7559 -2.5331
H 1.1834 -0.2837 -2.3373
H -1.9562 -1.2736 -1.2721
H -2.1446 -0.2367 0.0747
H -0.4094 -2.5681 0.8268
*
```

The frontier orbital gap comes out at 9.799 eV. The SMILES is CN(CC=O)CCN.

No. 3
C5H12N2O | ωB97M-V/def2-TZVPD

```
! wB97M-V def2-TZVPD RIJCOSX def2/J DEFGRID3
* xyz 0 1
C -0.0200 -0.8090 -0.3077
C -0.8503 -0.9701 -1.5838
C 1.3954 -1.3423 -0.5046
C -0.0103 0.5777 0.2290
N 0.1244 1.6634 -0.6717
N -0.1988 2.0836 2.1077
C -0.0414 0.8154 1.5581
O -0.6296 -1.6870 0.8194
H -1.5810 -1.5774 0.9298
H -0.5813 2.3681 -0.4930
H 0.1054 1.4028 -1.6464
H 0.0295 2.1412 3.0886
H 0.2049 2.8201 1.5434
H 0.0019 0.0122 2.2740
H -1.8187 -0.4826 -1.4764
H -0.9888 -2.0316 -1.7803
H -0.3480 -0.5471 -2.4528
H 1.3446 -2.3862 -0.8048
H 1.9157 -0.7555 -1.2588
H 1.9466 -1.2957 0.4303
*
```

The frontier orbital gap comes out at 8.036 eV. The SMILES is CC(C)(O)/C(N)=C/N.

One value per record, in order, for highest occupied orbital energy: -7.89; -8.89; -7.15 eV.
One value per record, in order, for ΔE to the lowest compared entry with this formula, charge and spin: 507.8; 223.7; 167.0 kJ/mol.
One value per record, in order, for LUMO energy: 0.661; 0.910; 0.887 eV.